DFT (ωB97M-V/def2-TZVPD) results for C55H50I2KN4O4P2S as an isolated structure.

Element x y z (Å)
K: 1.80 -0.20 1.09
I: 6.31 -7.00 -1.19
C: 5.00 -5.43 -0.75
C: 5.50 -4.16 -0.49
C: 4.61 -3.14 -0.21
I: 5.32 -1.20 0.16
C: 3.20 -3.31 -0.17
O: 2.39 -2.35 0.08
C: 2.74 -4.64 -0.45
C: 1.25 -4.85 -0.44
N: 0.70 -4.63 0.89
C: -0.75 -4.56 0.87
C: -1.29 -4.01 2.17
C: -2.53 -4.42 2.65
C: -3.01 -3.85 3.82
C: -2.24 -2.91 4.48
C: -1.01 -2.58 3.93
N: -0.55 -3.11 2.80
C: 3.62 -5.66 -0.72
H: 6.56 -3.97 -0.51
H: 1.02 -5.87 -0.77
H: 0.80 -4.15 -1.17
H: 1.05 -3.73 1.22
H: -1.17 -5.56 0.70
H: -1.13 -3.92 0.06
H: -3.11 -5.16 2.11
H: -3.98 -4.15 4.22
H: -2.57 -2.44 5.40
H: -0.35 -1.86 4.41
H: 3.24 -6.65 -0.92
C: -1.51 4.18 -3.01
S: -2.55 3.19 -4.10
C: -3.60 2.31 -2.91
C: -3.11 0.92 -2.50
C: -1.77 0.98 -1.79
N: -1.27 -0.29 -1.26
P: -1.77 -1.00 0.23
C: -2.31 0.42 1.26
C: -3.45 1.19 1.01
C: -3.79 2.25 1.84
C: -2.98 2.55 2.93
C: -1.86 1.79 3.20
C: -1.53 0.73 2.37
C: -3.41 -1.75 -0.11
C: -3.78 -2.20 -1.37
C: -4.96 -2.90 -1.56
C: -5.78 -3.19 -0.48
C: -5.41 -2.77 0.79
C: -4.23 -2.06 0.97
P: -0.09 -1.24 -2.08
C: -0.74 -1.23 -3.80
C: -1.48 -2.35 -4.19
C: -2.09 -2.41 -5.44
C: -1.94 -1.35 -6.33
C: -1.17 -0.25 -5.97
C: -0.57 -0.20 -4.72
C: 1.32 -0.08 -2.29
C: 2.37 -0.53 -3.09
C: 3.51 0.24 -3.26
C: 3.62 1.47 -2.61
C: 2.59 1.91 -1.79
C: 1.44 1.14 -1.63
H: -0.90 4.82 -3.64
H: -0.85 3.58 -2.39
H: -2.13 4.82 -2.37
H: -4.58 2.23 -3.39
H: -3.72 2.95 -2.04
H: -3.03 0.28 -3.39
H: -3.87 0.47 -1.86
H: -1.82 1.71 -0.97
H: -1.03 1.36 -2.49
H: -4.10 0.94 0.18
H: -4.68 2.83 1.64
H: -3.24 3.39 3.58
H: -1.22 2.03 4.04
H: -0.65 0.14 2.61
H: -3.15 -1.97 -2.23
H: -5.24 -3.23 -2.56
H: -6.70 -3.75 -0.62
H: -6.04 -2.99 1.64
H: -3.95 -1.74 1.97
H: -1.59 -3.18 -3.50
H: -2.67 -3.28 -5.72
H: -2.40 -1.39 -7.30
H: -1.04 0.57 -6.66
H: 0.03 0.66 -4.46
H: 2.31 -1.50 -3.58
H: 4.32 -0.13 -3.87
H: 4.52 2.06 -2.72
H: 2.69 2.84 -1.25
H: 0.66 1.49 -0.97
N: 2.14 -0.57 3.91
C: 2.82 0.32 4.15
C: 3.65 1.45 4.46
C: 3.08 2.72 4.44
C: 3.88 3.82 4.71
C: 5.23 3.64 5.01
C: 5.78 2.37 5.03
C: 4.99 1.27 4.76
H: 2.04 2.84 4.16
H: 3.46 4.81 4.68
H: 5.85 4.50 5.22
H: 6.83 2.24 5.25
H: 5.41 0.27 4.75
O: -0.63 3.69 0.37
C: 0.39 4.59 0.48
C: 0.19 5.91 0.09
C: 1.22 6.84 0.17
C: 2.46 6.45 0.64
C: 2.66 5.13 1.02
C: 1.64 4.19 0.96
C: 1.95 2.77 1.45
O: 3.14 2.41 1.44
O: 0.97 2.09 1.82
H: -1.42 4.16 0.08
H: -0.78 6.21 -0.29
H: 1.04 7.86 -0.14
H: 3.28 7.17 0.70
H: 3.62 4.78 1.37

E_LUMO = 1.995 eV
HOMO-LUMO gap = 6.286 eV
Charge = -1
ΔE to the lowest compared entry with this formula, charge and spin = 0.0 kcal/mol